Entry 1:
This record from the Open Molecules 2025 dataset describes a 4-piece molecular cluster, C31H80N10O5P3 overall. The level of theory is the ωB97M-V functional and the def2-TZVPD basis.

Bonds (Å) are listed after each position.
Element x y z (Å)
1 P 1.262 -3.981 2.128  O8 1.477, N10 1.691, N11 1.719, N16 1.716
2 P 0.912 3.686 -2.357  O5 1.481, N9 1.704, N13 1.724, N18 1.707
3 P 0.333 -5.026 -6.545  O7 1.479, N12 1.708, N15 1.719, N17 1.698
4 O -5.794 4.606 5.223  C20 1.415, C31 1.411
5 O 2.261 3.493 -1.776  P2 1.481
6 O -1.492 1.707 3.864  C27 1.414, C39 1.413
7 O 0.838 -3.636 -6.591  P3 1.479
8 O 0.100 -4.880 2.287  P1 1.477
9 N 0.094 4.627 -1.195  P2 1.704, C24 1.462, C46 1.451
10 N 1.888 -4.315 0.594  P1 1.691, C33 1.453, C49 1.461
11 N 2.336 -4.533 3.351  P1 1.719, C37 1.461, C47 1.454
12 N -0.824 -6.075 -7.236  P3 1.708, C26 1.483, C30 1.475
13 N 0.296 2.076 -2.331  P2 1.724, C22 1.449, C29 1.460
14 N 0.008 4.453 5.382  C19 1.477, C38 1.279, H124 1.014
15 N 1.689 -5.939 -7.078  P3 1.719, C32 1.460, C45 1.452
16 N 1.737 -2.338 2.266  P1 1.716, C23 1.469, C34 1.482
17 N 0.036 -5.330 -4.901  P3 1.698, C40 1.452, C48 1.458
18 N 0.021 4.130 -3.743  P2 1.707, C25 1.487, C35 1.478
19 C -0.498 4.822 4.044  N14 1.477, C36 1.565, C41 1.538, C43 1.537
20 C -4.780 5.249 5.973  O4 1.415, C28 1.541, H64 1.089, H94 1.096
21 C -0.778 0.310 5.740  C27 1.522, H52 1.088, H77 1.095, H128 1.086
22 C -0.847 1.718 -1.515  N13 1.449, H87 1.091, H88 1.091, H120 1.101
23 C 2.003 -1.804 3.609  N16 1.469, H95 1.094, H123 1.095, H125 1.085
24 C 0.788 5.858 -0.816  N9 1.462, H59 1.097, H90 1.089, H99 1.095
25 C 0.574 5.371 -4.348  N18 1.487, H109 1.091, H118 1.093, H127 1.089
26 C -2.143 -5.403 -7.334  N12 1.483, H50 1.089, H55 1.091, H65 1.094
27 C -1.701 1.408 5.230  O6 1.414, C21 1.522, H63 1.090, H104 1.102
28 C -4.005 6.256 5.101  C20 1.541, C44 1.545, H85 1.088, H96 1.089
29 C 1.315 1.031 -2.286  N13 1.460, H78 1.098, H101 1.087, H112 1.092
30 C -0.526 -6.658 -8.558  N12 1.475, H69 1.093, H86 1.091, H97 1.084
31 C -5.478 3.293 4.813  O4 1.411, H58 1.094, H74 1.096, H108 1.088
32 C 2.674 -5.173 -7.836  N15 1.460, H53 1.087, H79 1.093, H89 1.096
33 C 3.180 -3.858 0.111  N10 1.453, H60 1.091, H111 1.083, H116 1.098
34 C 0.724 -1.460 1.634  N16 1.482, H62 1.096, H75 1.091, H119 1.090
35 C -0.113 3.138 -4.830  N18 1.478, H71 1.090, H73 1.092, H83 1.084
36 C -0.367 3.685 2.977  C19 1.565, C39 1.523, H51 1.086, H54 1.093
37 C 1.698 -5.302 4.416  N11 1.461, H92 1.093, H93 1.087, H115 1.095
38 C 1.267 4.647 5.498  N14 1.279, C42 1.496, H61 1.082
39 C -0.241 2.268 3.520  O6 1.413, C36 1.523, H72 1.094, H80 1.093
40 C -0.222 -6.643 -4.336  N17 1.452, H57 1.093, H70 1.083, H117 1.098
41 C 0.517 5.933 3.726  C19 1.538, C42 1.548, H56 1.084, H102 1.091
42 C 1.814 5.276 4.256  C38 1.496, C41 1.548, H98 1.087, H114 1.093
43 C -1.967 5.271 3.979  C19 1.537, C44 1.529, H121 1.090, H122 1.093
44 C -2.474 6.065 5.184  C28 1.545, C43 1.529, H68 1.095, H84 1.091
45 C 2.340 -6.910 -6.216  N15 1.452, H106 1.091, H107 1.097, H126 1.091
46 C -1.338 4.850 -1.112  N9 1.451, H66 1.097, H81 1.084, H110 1.095
47 C 3.642 -5.084 3.025  N11 1.454, H76 1.091, H91 1.096, H105 1.091
48 C -0.761 -4.317 -4.219  N17 1.458, H67 1.093, H103 1.099, H113 1.088
49 C 0.908 -4.309 -0.490  N10 1.461, H82 1.092, H100 1.089, H129 1.099
50 H -2.904 -6.124 -7.627  C26 1.089
51 H -1.194 3.770 2.277  C36 1.086
52 H -1.091 -0.040 6.721  C21 1.088
53 H 2.191 -4.469 -8.508  C32 1.087
54 H 0.542 3.863 2.395  C36 1.093
55 H -2.436 -4.999 -6.364  C26 1.091
56 H 0.513 6.248 2.689  C41 1.084
57 H -0.176 -6.568 -3.247  C40 1.093
58 H -5.800 2.555 5.555  C31 1.094
59 H 0.554 6.683 -1.500  C24 1.097
60 H 3.406 -4.381 -0.820  C33 1.091
61 H 1.793 4.384 6.406  C38 1.082
62 H -0.225 -1.459 2.183  C34 1.096
63 H -2.729 1.050 5.291  C27 1.090
64 H -5.266 5.753 6.807  C20 1.089
65 H -2.136 -4.585 -8.061  C26 1.094
66 H -1.732 5.500 -1.903  C46 1.097
67 H -0.542 -4.330 -3.148  C48 1.093
68 H -2.260 5.492 6.091  C44 1.095
69 H -0.243 -5.911 -9.304  C30 1.093
70 H 0.528 -7.370 -4.620  C40 1.083
71 H -0.578 3.632 -5.683  C35 1.090
72 H 0.497 2.226 4.326  C39 1.094
73 H 0.843 2.720 -5.152  C35 1.092
74 H -4.405 3.158 4.636  C31 1.096
75 H 1.101 -0.437 1.581  C34 1.091
76 H 4.126 -5.429 3.940  C47 1.091
77 H 0.216 0.747 5.885  C21 1.095
78 H 1.701 0.860 -1.273  C29 1.098
79 H 3.266 -5.860 -8.446  C32 1.093
80 H 0.180 1.660 2.715  C39 1.093
81 H -1.911 3.930 -1.122  C46 1.084
82 H 1.255 -4.932 -1.317  C49 1.092
83 H -0.768 2.326 -4.534  C35 1.084
84 H -1.939 7.014 5.247  C44 1.091
85 H -4.226 7.272 5.420  C28 1.088
86 H -1.420 -7.175 -8.910  C30 1.091
87 H -1.031 0.646 -1.599  C22 1.091
88 H -1.759 2.195 -1.878  C22 1.091
89 H 3.355 -4.605 -7.191  C32 1.096
90 H 1.868 5.719 -0.808  C24 1.089
91 H 3.591 -5.928 2.326  C47 1.096
92 H 2.335 -5.276 5.304  C37 1.093
93 H 0.736 -4.874 4.687  C37 1.087
94 H -4.099 4.495 6.386  C20 1.096
95 H 2.143 -0.721 3.544  C23 1.094
96 H -4.327 6.124 4.069  C28 1.089
97 H 0.264 -7.397 -8.485  C30 1.084
98 H 2.360 4.624 3.578  C42 1.087
99 H 0.500 6.168 0.194  C24 1.095
100 H -0.044 -4.714 -0.153  C49 1.089
101 H 2.160 1.278 -2.923  C29 1.087
102 H 0.237 6.753 4.389  C41 1.091
103 H -1.841 -4.480 -4.342  C48 1.099
104 H -1.663 2.291 5.887  C27 1.102
105 H 4.304 -4.319 2.620  C47 1.091
106 H 1.691 -7.764 -6.022  C45 1.091
107 H 2.678 -6.485 -5.263  C45 1.097
108 H -6.003 3.091 3.881  C31 1.088
109 H 0.644 6.161 -3.598  C25 1.091
110 H -1.572 5.325 -0.154  C46 1.095
111 H 3.985 -4.094 0.795  C33 1.083
112 H 0.884 0.098 -2.656  C29 1.092
113 H -0.526 -3.321 -4.590  C48 1.088
114 H 2.458 6.092 4.593  C42 1.093
115 H 1.530 -6.349 4.140  C37 1.095
116 H 3.208 -2.780 -0.098  C33 1.098
117 H -1.209 -7.043 -4.601  C40 1.098
118 H 1.567 5.213 -4.777  C25 1.093
119 H 0.527 -1.781 0.611  C34 1.090
120 H -0.711 1.959 -0.449  C22 1.101
121 H -2.081 5.830 3.050  C43 1.090
122 H -2.566 4.363 3.869  C43 1.093
123 H 1.182 -2.003 4.306  C23 1.095
124 H -0.511 4.062 6.161  N14 1.014
125 H 2.924 -2.201 4.022  C23 1.085
126 H 3.209 -7.323 -6.731  C45 1.091
127 H -0.093 5.729 -5.130  C25 1.089
128 H -0.669 -0.486 5.009  C21 1.086
129 H 0.731 -3.298 -0.883  C49 1.099

Results
- HOMO energy (Ha) = -0.351
- charge = +1


Entry 2:
This record from the Open Molecules 2025 dataset describes a 10-piece molecular cluster, C31H87F3O38P9 overall. The level of theory is the ωB97M-V functional and the def2-TZVPD basis.

Bonds (Å) are listed after each position.
Element x y z (Å)
1 P -5.852 2.329 -4.167  O13 1.621, O22 1.481, O36 1.604, O39 1.646
2 P -1.231 -10.202 -0.842  O15 1.608, O26 1.517, O34 1.629, O49 1.627
3 P 9.101 1.111 -1.328  O16 1.612, O23 1.617, O40 1.479, O46 1.664
4 P 5.894 -4.338 0.695  O28 1.598, O37 1.626, O43 1.616, O45 1.477
5 P -5.648 -1.766 6.638  O14 1.637, O21 1.635, O31 1.638, O33 1.512
6 P -4.773 3.797 4.100  O19 1.631, O20 1.496, O29 1.644, O35 1.572
7 P -1.718 -5.290 -7.692  O38 1.483, O41 1.637, O44 1.622, O47 1.607
8 P 0.061 6.567 -5.031  O17 1.699, O27 1.485, O32 1.599, O50 1.642
9 P 1.559 6.641 6.694  O18 1.620, O24 1.669, O42 1.465, O48 1.632
10 F 0.177 1.416 -0.013  C71 1.306
11 F 1.143 -0.247 -1.005  C71 1.384
12 F -0.826 0.349 -1.552  C71 1.322
13 O -7.279 3.076 -4.348  P1 1.621, C51 1.394
14 O -6.756 -2.750 7.334  P5 1.637, C66 1.388
15 O -2.697 -10.309 -0.190  P2 1.608, C54 1.419
16 O 10.162 1.682 -0.257  P3 1.612, C76 1.446
17 O 0.763 5.299 -5.917  P8 1.699, C80 1.456
18 O 1.611 5.965 5.222  P9 1.620, C64 1.446
19 O -5.794 4.688 5.007  P6 1.631, C78 1.410
20 O -5.375 3.016 2.974  P6 1.496
21 O -4.216 -2.552 6.695  P5 1.635, C69 1.400
22 O -5.894 1.250 -3.153  P1 1.481
23 O 8.769 2.412 -2.229  P3 1.617, C70 1.431
24 O 3.142 7.127 6.903  P9 1.669, C72 1.431
25 O 0.011 -0.928 1.820  C77 1.432, C79 1.440
26 O -0.208 -11.183 -0.300  P2 1.517
27 O -1.280 6.961 -5.532  P8 1.485
28 O 7.189 -3.779 -0.058  P4 1.598, C63 1.418
29 O -3.631 4.877 3.616  P6 1.644, C67 1.405
30 O -2.045 -0.492 1.000  C77 1.423
31 O -5.541 -0.556 7.737  P5 1.638, C56 1.396
32 O 0.100 6.120 -3.496  P8 1.599, C73 1.426
33 O -6.071 -1.348 5.248  P5 1.512
34 O -0.820 -8.641 -0.615  P2 1.629, C58 1.439
35 O -4.104 2.875 5.183  P6 1.572, C62 1.414
36 O -5.668 1.852 -5.687  P1 1.604, C81 1.470
37 O 5.796 -3.392 2.013  P4 1.626, C52 1.405
38 O -3.003 -4.561 -7.564  P7 1.483
39 O -4.624 3.424 -4.119  P1 1.646, C55 1.397
40 O 9.477 -0.108 -2.078  P3 1.479
41 O -1.526 -6.602 -6.732  P7 1.637, C59 1.413
42 O 1.012 5.794 7.757  P9 1.465
43 O 4.642 -3.992 -0.266  P4 1.616, C68 1.402
44 O -1.305 -5.795 -9.176  P7 1.622, C74 1.400
45 O 5.970 -5.753 1.115  P4 1.477
46 O 7.680 0.960 -0.475  P3 1.664, C75 1.456
47 O -0.481 -4.341 -7.301  P7 1.607, C57 1.377
48 O 0.699 8.005 6.441  P9 1.632, C53 1.442
49 O -1.528 -10.383 -2.431  P2 1.627, C65 1.409
50 O 1.154 7.790 -5.121  P8 1.642, C61 1.385
51 C -7.358 4.215 -5.148  O13 1.394, H91 1.090, H102 1.090, H158 1.090
52 C 6.696 -3.606 3.070  O37 1.405, H125 1.090, H142 1.090, H163 1.090
53 C 0.495 8.916 7.541  O48 1.442, H108 1.090, H136 1.090, H146 1.090
54 C -3.349 -11.515 0.174  O15 1.419, H122 1.090, H129 1.090, H149 1.090
55 C -4.277 3.988 -2.889  O39 1.397, H97 1.090, H110 1.090, H159 1.090
56 C -6.543 0.414 7.799  O31 1.396, H105 1.090, H133 1.090, H166 1.090
57 C -0.714 -3.263 -6.476  O47 1.377, H84 1.090, H85 1.090, H93 1.090
58 C -1.814 -7.603 -0.545  O34 1.439, H117 1.090, H130 1.090, H154 1.090
59 C -0.244 -7.165 -6.543  O41 1.413, H103 1.090, H116 1.090, H162 1.090
60 C 1.843 -1.173 3.196  C79 1.491, H134 1.090, H143 1.090, H161 1.090
61 C 1.032 8.869 -4.261  O50 1.385, H101 1.090, H135 1.090, H145 1.090
62 C -3.162 3.421 6.085  O35 1.414, H138 1.090, H155 1.090, H168 1.090
63 C 7.527 -4.326 -1.322  O28 1.418, H94 1.090, H106 1.090, H132 1.090
64 C 2.401 4.763 5.075  O18 1.446, H82 1.090, H89 1.090, H164 1.090
65 C -1.346 -11.649 -3.022  O49 1.409, H86 1.090, H100 1.090, H160 1.090
66 C -7.200 -3.896 6.686  O14 1.388, H92 1.090, H128 1.090, H140 1.090
67 C -2.509 4.247 3.052  O29 1.405, H126 1.090, H139 1.090, H152 1.090
68 C 3.476 -4.762 -0.380  O43 1.402, H83 1.090, H111 1.090, H115 1.090
69 C -3.259 -2.098 5.779  O21 1.400, H121 1.090, H147 1.090, H148 1.090
70 C 9.793 2.894 -3.107  O23 1.431, H113 1.090, H119 1.090, H165 1.090
71 C -0.052 0.221 -0.487  F10 1.306, F11 1.384, F12 1.322, C77 1.608
72 C 3.772 7.961 5.925  O24 1.431, H104 1.090, H123 1.090, H124 1.090
73 C 1.325 5.576 -3.008  O32 1.426, H87 1.090, H144 1.090, H157 1.090
74 C -1.133 -4.836 -10.181  O44 1.400, H90 1.090, H96 1.090, H112 1.090
75 C 6.445 0.731 -1.211  O46 1.456, H98 1.090, H118 1.090, H131 1.090
76 C 10.545 0.942 0.926  O16 1.446, H88 1.090, H109 1.090, H127 1.090
77 C -0.711 -0.771 0.593  O25 1.432, O30 1.423, C71 1.608, H137 1.090
78 C -6.421 5.849 4.509  O19 1.410, H99 1.090, H150 1.090, H167 1.090
79 C 1.431 -0.692 1.846  O25 1.440, C60 1.491, H95 1.090, H151 1.090
80 C 0.171 3.971 -5.846  O17 1.456, H120 1.090, H141 1.090, H153 1.090
81 C -4.478 1.155 -6.198  O36 1.470, H107 1.090, H114 1.090, H156 1.090
82 H 2.945 4.495 5.981  C64 1.090
83 H 3.529 -5.261 -1.348  C68 1.090
84 H -0.520 -2.412 -7.127  C57 1.090
85 H -1.719 -3.133 -6.074  C57 1.090
86 H -0.559 -11.696 -3.775  C65 1.090
87 H 2.158 6.196 -3.338  C73 1.090
88 H 10.715 1.588 1.787  C76 1.090
89 H 1.691 3.965 4.856  C64 1.090
90 H -1.736 -3.947 -9.993  C74 1.090
91 H -6.531 4.267 -5.856  C51 1.090
92 H -7.237 -4.623 7.497  C66 1.090
93 H -0.111 -3.059 -5.591  C57 1.090
94 H 7.395 -3.626 -2.146  C63 1.090
95 H 1.948 -1.283 1.089  C79 1.090
96 H -0.091 -4.516 -10.151  C74 1.090
97 H -4.354 5.075 -2.889  C55 1.090
98 H 5.683 1.147 -0.551  C75 1.090
99 H -6.183 6.631 5.230  C78 1.090
100 H -2.296 -11.993 -3.431  C65 1.090
101 H 0.343 8.712 -3.432  C61 1.090
102 H -7.505 5.117 -4.553  C51 1.090
103 H -0.106 -7.296 -5.470  C59 1.090
104 H 3.061 8.512 5.309  C72 1.090
105 H -6.118 1.394 8.017  C56 1.090
106 H 6.942 -5.198 -1.614  C63 1.090
107 H -4.762 0.227 -6.693  C81 1.090
108 H -0.564 9.091 7.726  C53 1.090
109 H 9.789 0.200 1.183  C76 1.090
110 H -4.962 3.666 -2.104  C55 1.090
111 H 3.370 -5.479 0.435  C68 1.090
112 H -1.296 -5.238 -11.181  C74 1.090
113 H 10.700 2.306 -3.248  C70 1.090
114 H -3.987 1.861 -6.867  C81 1.090
115 H 2.584 -4.136 -0.362  C68 1.090
116 H -0.324 -8.180 -6.932  C59 1.090
117 H -1.943 -7.288 0.491  C58 1.090
118 H 6.337 -0.338 -1.394  C75 1.090
119 H 10.118 3.841 -2.678  C70 1.090
120 H -0.146 3.751 -6.866  C80 1.090
121 H -3.626 -1.724 4.824  C69 1.090
122 H -3.543 -11.627 1.241  C54 1.090
123 H 4.373 7.443 5.178  C72 1.090
124 H 4.466 8.662 6.388  C72 1.090
125 H 6.788 -4.662 3.325  C52 1.090
126 H -1.642 4.872 3.267  C67 1.090
127 H 11.480 0.416 0.729  C76 1.090
128 H -6.560 -4.223 5.867  C66 1.090
129 H -2.827 -12.420 -0.137  C54 1.090
130 H -2.800 -7.921 -0.883  C58 1.090
131 H 6.406 1.329 -2.121  C75 1.090
132 H 8.601 -4.514 -1.295  C63 1.090
133 H -7.313 0.160 8.528  C56 1.090
134 H 1.270 -0.664 3.971  C60 1.090
135 H 0.801 9.812 -4.756  C61 1.090
136 H 1.048 8.499 8.383  C53 1.090
137 H -0.693 -1.818 0.289  C77 1.090
138 H -2.259 2.810 6.079  C62 1.090
139 H -2.356 3.199 3.308  C67 1.090
140 H -8.230 -3.880 6.331  C66 1.090
141 H 0.881 3.234 -5.471  C80 1.090
142 H 7.625 -3.108 2.793  C52 1.090
143 H 1.576 -2.222 3.332  C60 1.090
144 H 1.274 5.515 -1.921  C73 1.090
145 H 2.009 9.034 -3.806  C61 1.090
146 H 0.877 9.915 7.333  C53 1.090
147 H -2.603 -2.925 5.504  C69 1.090
148 H -2.601 -1.333 6.193  C69 1.090
149 H -4.342 -11.659 -0.252  C54 1.090
150 H -6.113 6.183 3.518  C78 1.090
151 H 1.737 0.340 1.676  C79 1.090
152 H -2.676 4.196 1.976  C67 1.090
153 H -0.685 3.951 -5.171  C80 1.090
154 H -1.579 -6.742 -1.170  C58 1.090
155 H -3.536 3.141 7.070  C62 1.090
156 H -3.765 0.924 -5.407  C81 1.090
157 H 1.496 4.547 -3.325  C73 1.090
158 H -8.294 4.117 -5.698  C51 1.090
159 H -3.223 3.759 -2.732  C55 1.090
160 H -1.108 -12.374 -2.243  C65 1.090
161 H 2.909 -0.984 3.320  C60 1.090
162 H 0.623 -6.655 -6.963  C59 1.090
163 H 6.368 -3.251 4.047  C52 1.090
164 H 3.141 4.763 4.275  C64 1.090
165 H 9.315 3.056 -4.073  C70 1.090
166 H -7.123 0.453 6.877  C56 1.090
167 H -7.495 5.687 4.599  C78 1.090
168 H -2.930 4.486 6.117  C62 1.090

Results
- HOMO energy (Ha) = -0.120
- charge = -1


no.,lowest unoccupied orbital energy (eV),largest force on an atom (eV Å⁻¹)
1,-4.30,4.99
2,1.74,4.93